one.
C2H10N4 | ωB97M-V/def2-TZVPD

The HOMO energy is -9.57 eV.

Geometry as ORCA input:
```
! wB97M-V def2-TZVPD RIJCOSX def2/J DEFGRID3
* xyz 0 1
H 0.92 -3.55 1.20
N 1.61 -2.85 0.97
H 2.57 -0.24 1.00
H 0.12 0.67 -1.71
H 0.99 0.15 1.69
N 1.71 -0.50 1.44
C 1.20 -1.77 1.51
N -0.59 2.21 -0.47
H -1.95 -0.01 -0.59
H -0.86 1.87 -2.52
N -1.97 0.49 -1.48
H 0.56 -1.87 2.40
H -1.93 -0.25 -2.18
C -0.74 1.33 -1.58
H -1.43 2.55 -0.02
H -0.21 1.76 0.36
*
```


two.
C2H10N4 | ωB97M-V/def2-TZVPD

The HOMO energy is -8.90 eV.

Geometry as ORCA input:
```
! wB97M-V def2-TZVPD RIJCOSX def2/J DEFGRID3
* xyz 0 1
N 0.05 0.76 2.24
H 1.18 -1.00 -1.96
H -2.11 -1.96 -2.63
H 0.85 0.73 4.12
N -1.29 -1.57 -3.09
H -1.57 -0.02 -1.69
H -0.31 1.43 1.57
H -0.51 0.34 -3.07
C -0.78 -0.41 -2.33
H -0.62 0.07 2.56
H 0.11 -1.15 -0.64
C 0.97 1.21 3.15
N 1.78 2.11 2.84
H 2.46 2.39 3.53
H -0.57 -2.29 -3.12
N 0.36 -0.65 -1.48
*
```


three.
C2H10N4 | ωB97M-V/def2-TZVPD

The HOMO energy is -9.09 eV.

Geometry as ORCA input:
```
! wB97M-V def2-TZVPD RIJCOSX def2/J DEFGRID3
* xyz 0 1
N 1.36 0.01 -2.30
H 2.32 1.39 -1.15
N -0.97 -1.09 1.23
C -1.57 -0.25 0.22
H -0.46 -1.92 0.99
H -2.64 -0.37 0.14
H 2.07 0.32 -2.95
H -1.12 -0.43 -0.75
H -1.57 -1.39 1.99
C 1.70 0.49 -1.16
H -0.44 1.37 0.46
N -1.45 1.21 0.52
H 1.03 -0.88 0.33
H -1.56 1.22 1.54
N 1.65 -0.14 0.04
H 1.65 0.47 0.85
*
```


four.
C2H10N4 | ωB97M-V/def2-TZVPD

The HOMO energy is -8.99 eV.

Geometry as ORCA input:
```
! wB97M-V def2-TZVPD RIJCOSX def2/J DEFGRID3
* xyz 0 1
H 2.55 0.99 -1.54
N 0.92 0.12 -2.46
H 1.08 1.96 -1.57
H -1.41 0.77 2.89
C 1.46 0.95 -1.39
C -1.38 -0.70 1.70
N -1.29 -1.28 0.48
H -0.08 0.26 -2.50
H -1.61 -2.23 0.43
H 0.94 1.32 0.53
H -1.80 -1.35 2.48
H 1.07 -0.87 -2.27
N -1.19 0.54 1.92
N 1.11 0.49 -0.03
H -0.60 -0.91 -0.17
H 1.95 0.06 0.35
*
```


The energy of each structure relative to the most stable one, in hartree, is as follows: one 0.0242; two 0.0074; three 0.0285; four 0.0000.


one.
C2HClO2S | ωB97M-V/def2-TZVPD

The HOMO energy (alpha / beta) is -11.76 / -10.97 eV.

Geometry as ORCA input:
```
! wB97M-V def2-TZVPD RIJCOSX def2/J DEFGRID3
* xyz 0 1
H -2.09 0.40 -2.92
O 2.40 -0.52 0.27
O 0.75 -1.53 1.79
C -1.91 0.39 -1.87
Cl 1.42 1.26 2.39
S 1.19 -0.39 1.02
C -1.76 0.39 -0.69
*
```


two.
C2HClO2S | ωB97M-V/def2-TZVPD

The HOMO energy is -9.42 eV.

Geometry as ORCA input:
```
! wB97M-V def2-TZVPD RIJCOSX def2/J DEFGRID3
* xyz 0 1
C 0.27 -0.10 0.28
S -0.98 -1.16 -0.06
Cl 2.01 -0.46 -0.25
H -1.55 0.28 -1.59
O -1.72 -0.68 -1.53
C 0.70 0.73 1.20
O 1.27 1.38 1.94
*
```


The energy of each structure relative to the most stable one, in hartree, is as follows: one 0.1767; two 0.0000.


one.
C7H10ClN | ωB97M-V/def2-TZVPD

The HOMO energy is -9.14 eV.

Geometry as ORCA input:
```
! wB97M-V def2-TZVPD RIJCOSX def2/J DEFGRID3
* xyz 0 1
H 2.10 -2.28 0.88
C -1.54 0.24 -0.14
H 0.38 -1.82 -1.88
C 1.24 -1.56 0.90
C 1.20 -0.57 -0.28
H 0.97 -1.08 1.83
H -1.14 1.95 -1.58
C 0.91 0.89 0.18
H 0.46 -2.37 0.78
H -0.65 1.23 1.56
C 0.07 -1.05 -1.23
H 1.01 1.70 -0.65
H 1.50 1.14 1.09
C -0.56 1.12 0.54
C -1.50 1.73 -0.50
N -1.16 -0.74 -1.08
H 2.20 -0.41 -0.84
H -2.39 2.25 -0.25
Cl -3.11 -0.35 0.68
*
```


two.
C7H10ClN | ωB97M-V/def2-TZVPD

The HOMO energy (alpha / beta) is -7.61 / -7.58 eV.

Geometry as ORCA input:
```
! wB97M-V def2-TZVPD RIJCOSX def2/J DEFGRID3
* xyz 0 1
H 2.10 0.23 -0.19
H -1.11 2.02 1.09
C -1.30 1.53 -1.66
C 0.29 -0.50 -1.09
N 0.24 0.46 1.66
H 0.48 -0.49 -2.18
H 2.15 -1.52 -0.45
H -1.16 -1.54 1.22
C 1.01 -0.73 1.35
H -1.68 1.00 -2.51
H -0.57 2.26 -2.03
H 1.76 -0.85 2.11
C -0.45 1.10 0.69
C -0.50 0.75 -0.58
H -2.02 2.24 -1.18
C 1.49 -0.69 -0.15
H -0.36 -1.43 -0.99
Cl -0.14 -2.38 3.13
C -0.23 -1.46 1.77
*
```


The energy of each structure relative to the most stable one, in hartree, is as follows: one 0.0000; two 0.0431.


one.
CH3NOP2S | ωB97M-V/def2-TZVPD

The HOMO energy is -8.53 eV.

Geometry as ORCA input:
```
! wB97M-V def2-TZVPD RIJCOSX def2/J DEFGRID3
* xyz 0 1
N 0.44 0.22 1.52
P 0.67 2.21 -1.04
O 1.86 1.81 -0.03
P 1.74 1.03 1.53
S -0.52 -0.38 -1.08
H -1.61 0.27 0.76
H -0.32 2.30 0.00
C -0.68 -0.30 0.75
H -0.73 -1.34 0.95
*
```


two.
CH3NOP2S | ωB97M-V/def2-TZVPD

The HOMO energy (alpha / beta) is -8.41 / -8.41 eV.

Geometry as ORCA input:
```
! wB97M-V def2-TZVPD RIJCOSX def2/J DEFGRID3
* xyz 0 1
S -2.12 -1.55 -1.51
O -1.25 1.15 -0.33
H 1.63 -0.83 -1.04
P -0.29 1.99 0.79
H 1.18 -0.74 -1.63
H 1.24 0.59 2.11
P -1.11 -0.49 -0.32
N 0.14 -0.64 0.70
C 0.58 0.51 1.23
*
```


The energy of each structure relative to the most stable one, in hartree, is as follows: one 0.0115; two 0.0000.


one.
C8H16N2O | ωB97M-V/def2-TZVPD

The HOMO energy is -8.72 eV.

Geometry as ORCA input:
```
! wB97M-V def2-TZVPD RIJCOSX def2/J DEFGRID3
* xyz 0 1
H -3.05 0.31 0.98
H 0.10 1.28 1.00
H -2.71 2.88 -0.06
N -0.17 -2.40 1.01
C -1.03 1.43 0.87
C 2.50 0.22 -0.32
C -1.68 1.88 -0.57
H 1.52 0.03 1.55
N 0.62 -2.86 0.15
O 3.06 -0.61 -1.28
H -1.66 0.78 -1.23
H -0.50 -1.75 -1.66
C -1.75 0.05 1.11
H 0.00 -0.03 -1.32
H 3.87 -0.11 -1.59
H -1.49 -0.61 2.01
H 3.44 0.98 -0.08
H -2.17 -1.75 -0.15
C -1.52 -0.81 -0.04
H -1.91 -0.36 -1.02
H -1.30 2.16 1.49
C -0.25 -0.87 -0.91
C 0.63 -1.35 0.16
H 1.61 0.71 -0.96
H -0.69 2.66 -1.07
H 2.65 -1.22 1.22
C 1.88 -0.63 0.72
*
```


two.
C8H16N2O | ωB97M-V/def2-TZVPD

The HOMO energy is -8.72 eV.

Geometry as ORCA input:
```
! wB97M-V def2-TZVPD RIJCOSX def2/J DEFGRID3
* xyz 0 1
H 4.77 -2.00 -0.05
H -3.78 -0.93 -1.40
H -2.30 -1.87 0.40
H 3.18 -2.27 -0.77
C 3.33 -0.44 0.39
N -1.66 0.50 -0.66
H -3.15 1.10 0.85
H 2.31 2.10 0.93
H -5.54 0.46 -0.51
H -1.81 1.31 -1.20
C -2.81 0.30 0.17
H 1.37 -0.44 -0.51
H 2.46 0.75 -1.19
C -3.04 -1.11 0.68
C 2.15 0.28 -0.25
H -0.88 0.56 -0.09
C 0.43 2.06 0.07
C -3.92 -0.55 -0.39
C 3.93 -1.51 -0.52
O -5.24 -0.29 -0.01
H 4.10 0.30 0.65
H -3.49 -1.22 1.67
H 1.22 0.91 1.61
H 3.01 -0.90 1.33
C 1.56 1.35 0.68
H 4.28 -1.07 -1.46
N -0.47 2.61 -0.42
*
```


The energy of each structure relative to the most stable one, in hartree, is as follows: one 0.3332; two 0.0000.


one.
C2H6N2O3 | ωB97M-V/def2-TZVPD

The HOMO energy (alpha / beta) is -9.36 / -9.36 eV.

Geometry as ORCA input:
```
! wB97M-V def2-TZVPD RIJCOSX def2/J DEFGRID3
* xyz 0 1
H -2.03 3.35 1.86
N 1.01 -0.17 -0.28
O -1.02 1.46 -0.16
H 0.22 -1.82 0.49
O -2.80 2.71 -0.24
N 0.41 0.63 0.57
H -0.87 -0.98 -0.68
C -1.87 2.25 0.38
C 0.12 -1.31 -0.37
H 0.57 -2.04 -1.13
O -1.50 2.62 1.65
H 1.05 1.40 0.71
H 1.60 0.23 -1.08
*
```


two.
C2H6N2O3 | ωB97M-V/def2-TZVPD

The HOMO energy is -9.50 eV.

Geometry as ORCA input:
```
! wB97M-V def2-TZVPD RIJCOSX def2/J DEFGRID3
* xyz 0 1
H 1.79 -1.25 0.70
O 1.63 0.78 0.24
H -0.86 -0.92 -1.19
O 2.46 -1.15 -0.03
C -1.01 -0.32 -0.30
H -1.94 1.58 -0.15
N -0.07 -0.39 0.52
H -2.77 0.12 0.65
N 2.60 0.21 -0.16
H -3.01 0.32 -1.01
C -2.29 0.42 -0.21
O 3.63 0.63 -0.55
H -0.15 -0.03 1.47
*
```


The energy of each structure relative to the most stable one, in hartree, is as follows: one 0.0000; two 0.1055.


one.
C2H6N2 | ωB97M-V/def2-TZVPD

The HOMO energy is -8.18 eV.

Geometry as ORCA input:
```
! wB97M-V def2-TZVPD RIJCOSX def2/J DEFGRID3
* xyz 0 1
H -1.19 -0.05 -0.98
H 0.23 1.91 0.52
N -0.33 0.07 -0.46
C -0.02 -0.97 0.40
H -1.25 -2.55 0.71
H 1.08 -0.98 0.58
N -0.75 -1.76 1.06
H 1.50 1.10 -0.26
H 0.31 1.93 -1.22
C 0.42 1.28 -0.36
*
```


two.
C2H6N2 | ωB97M-V/def2-TZVPD

The HOMO energy is -9.48 eV.

Geometry as ORCA input:
```
! wB97M-V def2-TZVPD RIJCOSX def2/J DEFGRID3
* xyz 0 1
H -2.07 -0.12 -1.66
N -1.27 -1.63 -0.48
N 1.01 1.03 0.32
C 1.32 1.37 1.49
H -0.57 -2.36 -0.46
H 1.05 2.35 1.88
C -1.22 -0.74 -1.37
H -0.28 -0.25 -1.68
H 0.81 0.04 0.20
H 1.80 0.66 2.16
*
```


The energy of each structure relative to the most stable one, in hartree, is as follows: one 0.0000; two 0.0321.


one.
C4H5FO | ωB97M-V/def2-TZVPD

The HOMO energy is -10.24 eV.

Geometry as ORCA input:
```
! wB97M-V def2-TZVPD RIJCOSX def2/J DEFGRID3
* xyz 0 1
C -0.57 -1.28 0.15
C 0.17 -0.15 -0.04
H -1.59 -1.20 0.32
H 2.11 -1.05 0.01
H -0.89 1.16 -1.34
C -0.76 1.02 -0.21
O 2.13 1.03 0.34
H -0.29 1.94 0.17
C 1.61 -0.01 0.02
F -1.92 0.79 0.34
H 0.01 -2.24 0.24
*
```


two.
C4H5FO | ωB97M-V/def2-TZVPD

The HOMO energy is -9.49 eV.

Geometry as ORCA input:
```
! wB97M-V def2-TZVPD RIJCOSX def2/J DEFGRID3
* xyz 0 1
C -0.94 0.72 1.44
H 2.01 -0.51 -2.07
H 0.90 -1.84 -2.36
C 0.16 -0.69 -0.81
H -1.79 0.08 1.14
H -1.23 1.77 1.52
F -0.97 -1.52 -0.75
C 1.07 -1.01 -1.78
C 0.25 0.79 0.64
H -0.66 0.70 2.47
O 1.20 1.51 0.56
*
```


three.
C4H5FO | ωB97M-V/def2-TZVPD

The HOMO energy is -10.11 eV.

Geometry as ORCA input:
```
! wB97M-V def2-TZVPD RIJCOSX def2/J DEFGRID3
* xyz 0 1
C -1.14 0.77 -0.29
H -0.57 1.78 -0.19
H 1.19 -1.77 -0.38
C 0.74 -0.80 -0.10
H -1.73 0.35 0.62
H 2.31 -0.64 1.45
H -0.90 -1.10 -1.49
O 1.16 0.94 1.46
F -2.06 1.00 -1.41
C -0.44 -0.38 -0.72
C 1.44 -0.16 1.07
*
```


four.
C4H5FO | ωB97M-V/def2-TZVPD

The HOMO energy is -8.42 eV.

Geometry as ORCA input:
```
! wB97M-V def2-TZVPD RIJCOSX def2/J DEFGRID3
* xyz 0 1
H -0.57 1.73 -1.21
C -0.24 0.96 -0.54
C 0.40 0.27 1.51
C 0.37 -0.98 0.59
C -0.21 -0.36 -0.64
H 1.35 0.38 2.02
H -0.28 -1.79 1.01
H -0.39 0.26 2.25
F -0.57 -1.10 -1.70
O 0.22 1.42 0.67
H 1.37 -1.38 0.38
*
```


The energy of each structure relative to the most stable one, in hartree, is as follows: one 0.0191; two 0.0712; three 0.0276; four 0.0000.